This record from the OMol25 dataset describes a molecular structure, C31H9Br4CdF7N7O2S. The level of theory is wB97M-V/def2-TZVPD.

Results
Energy above the lowest of the compared OMol25 structures with the same formula, charge and spin ... 150.14 kJ/mol
2S+1 ... 1
E ... -13281.6009 Ha
Total charge ... -1

Geometry as XYZ:
```
62
Properties=species:S:1:pos:R:3:forces:R:3
Cd -1.627 0.283 -1.950 0.1 0.5 0.0
N 0.846 1.634 1.522 -0.2 0.3 -0.1
C 2.027 0.872 1.553 0.4 -0.3 0.1
C 2.630 0.604 2.768 -0.1 0.1 0.0
C 3.828 -0.096 2.820 0.0 0.0 0.1
C 4.406 -0.553 1.653 0.1 0.0 -0.1
C 3.771 -0.338 0.434 0.1 0.0 0.1
C 2.594 0.381 0.380 -0.4 0.1 -0.3
S 1.776 0.619 -1.190 0.7 -0.1 0.2
N 0.281 1.191 -0.716 -0.6 -0.1 0.4
C -0.006 1.633 0.450 0.4 -0.3 -0.3
C -1.348 2.234 0.632 -0.4 0.2 0.3
C -1.670 3.055 1.707 0.1 -0.1 -0.1
C -2.947 3.585 1.781 -0.1 0.0 0.0
C -3.859 3.293 0.784 0.0 0.0 0.0
C -3.451 2.470 -0.256 0.0 0.1 -0.1
N -2.232 1.958 -0.320 0.0 0.1 0.0
H 0.460 1.863 2.420 -0.1 0.0 0.0
H 2.164 0.961 3.681 0.0 0.0 0.0
H 4.299 -0.280 3.776 0.0 0.0 0.0
H 5.341 -1.092 1.679 0.0 -0.1 0.0
H 4.189 -0.746 -0.478 0.0 0.0 0.0
H -0.939 3.303 2.465 0.0 0.0 0.0
H -3.228 4.216 2.614 0.0 0.0 0.0
H -4.865 3.687 0.806 0.0 0.0 0.0
H -4.115 2.205 -1.069 0.0 0.0 0.0
Br -1.598 4.640 -7.685 0.0 0.0 0.0
C -1.082 3.395 -6.372 -0.2 0.0 0.2
C 0.132 2.666 -6.520 0.1 -0.2 0.1
Br 1.223 2.967 -8.024 0.0 0.0 0.0
C 0.509 1.753 -5.566 0.3 0.1 -0.3
Br 2.117 0.782 -5.694 -0.1 0.0 0.0
C -0.270 1.503 -4.395 -0.1 -0.1 0.1
O 0.073 0.663 -3.531 0.0 0.3 -0.3
C -1.516 2.288 -4.222 -0.1 0.0 0.1
O -2.213 2.152 -3.189 0.2 0.1 -0.3
C -1.870 3.197 -5.264 0.0 0.3 -0.2
Br -3.476 4.145 -4.999 0.0 0.0 0.0
F 0.135 -1.825 0.232 -0.2 0.2 -0.3
C 0.307 -2.437 1.405 0.2 -0.2 0.3
C 1.528 -2.998 1.649 -0.3 0.1 0.3
F 2.454 -2.917 0.701 0.1 -0.1 -0.2
C 1.838 -3.670 2.861 0.3 -0.2 -0.1
C 0.777 -3.674 3.798 -0.1 0.1 0.0
C -0.438 -3.112 3.553 0.1 0.0 -0.1
F -1.352 -3.165 4.523 -0.1 -0.1 0.1
C -0.763 -2.470 2.333 -0.4 0.1 0.0
C -2.048 -1.911 2.090 0.5 -0.1 0.0
C -2.410 -1.293 0.872 -0.2 0.3 -0.5
N -2.773 -0.757 -0.091 0.2 -0.6 0.9
C -3.082 -1.890 3.058 -0.3 0.0 0.1
N -3.971 -1.828 3.791 0.0 0.0 0.0
F 0.964 -4.229 4.995 0.1 -0.1 0.1
C 3.084 -4.293 3.104 -0.3 0.2 0.0
C 4.197 -4.200 2.235 0.2 0.1 -0.2
N 5.157 -4.146 1.597 -0.1 0.0 0.0
C 3.343 -5.087 4.251 0.0 -0.2 0.2
N 3.603 -5.773 5.141 0.0 0.1 0.0
F -1.683 -1.992 -3.942 0.0 0.0 0.1
C -2.544 -1.100 -3.351 -0.3 -0.7 -0.5
F -3.561 -1.884 -2.868 0.1 0.1 0.0
F -3.116 -0.440 -4.422 0.1 0.0 0.1
```
Positions in Å, forces in eV/Å.

Charge distribution, Löwdin scheme, values in e: number 1, Cd, carries 1.378; number 2, N, carries 0.132; number 3, C, carries -0.249; number 4, C, carries -0.028; number 5, C, carries -0.082; number 6, C, carries -0.090; number 7, C, carries -0.103; number 8, C, carries -0.436; number 9, S, carries 1.014; number 10, N, carries -0.315; number 11, C, carries -0.358; number 12, C, carries -0.211; number 13, C, carries -0.004; number 14, C, carries -0.051; number 15, C, carries -0.037; number 16, C, carries -0.110; number 17, N, carries 0.024; number 18, H, carries 0.123; number 19, H, carries 0.113; number 20, H, carries 0.106; number 21, H, carries 0.100; number 22, H, carries 0.116; number 23, H, carries 0.108; number 24, H, carries 0.111; number 25, H, carries 0.108; number 26, H, carries 0.121; number 27, Br, carries 0.712; number 28, C, carries -0.752; number 29, C, carries -0.752; number 30, Br, carries 0.713; number 31, C, carries -0.642; number 32, Br, carries 0.775; number 33, C, carries -0.408; number 34, O, carries -0.184; number 35, C, carries -0.414; number 36, O, carries -0.138; number 37, C, carries -0.646; number 38, Br, carries 0.763; number 39, F, carries 0.089; number 40, C, carries -0.153; number 41, C, carries -0.153; number 42, F, carries 0.119; number 43, C, carries -0.048; number 44, C, carries -0.154; number 45, C, carries -0.155; number 46, F, carries 0.110; number 47, C, carries -0.044; number 48, C, carries -0.167; number 49, C, carries -0.165; number 50, N, carries 0.113; number 51, C, carries -0.231; number 52, N, carries 0.147; number 53, F, carries 0.115; number 54, C, carries -0.157; number 55, C, carries -0.215; number 56, N, carries 0.165; number 57, C, carries -0.214; number 58, N, carries 0.159; number 59, F, carries -0.014; number 60, C, carries -0.607; number 61, F, carries -0.024; number 62, F, carries -0.017

This record from the OMol25 dataset describes a single C18H29NO molecule. The level of theory is wB97M-V/def2-TZVPD.

Results
SMILES ... Cc1cc(C)c(C)c(OCCCCN2CCCCC2)c1
Energy above the lowest of the compared OMol25 structures with the same formula, charge and spin ... 0.27 kJ/mol
2S+1 ... 1
E ... -833.2726 Ha

Geometry as XYZ:
```
49
Properties=species:S:1:pos:R:3:forces:R:3
C -5.421 -2.863 -0.139 0.0 0.0 0.1
C -4.814 -1.493 -0.089 0.0 0.1 0.0
C -5.585 -0.364 -0.302 0.0 -0.1 0.0
C -5.032 0.908 -0.234 0.1 -0.1 0.0
C -5.892 2.113 -0.472 0.1 0.0 0.0
C -3.679 1.063 0.054 0.2 0.0 0.0
C -3.061 2.428 0.131 0.0 -0.1 0.0
C -2.892 -0.078 0.270 -0.2 0.1 0.0
O -1.572 0.144 0.545 -0.3 0.2 -0.1
C -0.716 -0.958 0.750 0.4 -0.3 0.3
C 0.689 -0.419 0.997 -0.4 0.0 -0.4
C 1.257 0.282 -0.234 0.2 0.1 0.4
C 2.689 0.762 0.011 -0.3 -0.1 -0.2
N 3.563 -0.360 0.312 0.0 0.0 0.1
C 4.092 -1.036 -0.857 0.0 0.0 -0.3
C 5.243 -0.284 -1.541 0.0 -0.2 0.2
C 6.354 -0.002 -0.533 -0.1 0.3 -0.1
C 5.776 0.736 0.672 0.0 -0.3 0.1
C 4.621 -0.082 1.262 0.2 0.2 0.1
C -3.464 -1.341 0.198 0.2 -0.1 0.0
H -4.722 -3.582 -0.561 0.0 -0.1 0.0
H -6.329 -2.863 -0.736 -0.1 -0.1 0.0
H -5.677 -3.196 0.868 0.0 -0.1 0.0
H -6.637 -0.473 -0.527 -0.1 0.0 0.0
H -5.511 2.698 -1.308 0.0 0.1 0.0
H -6.915 1.817 -0.693 -0.1 0.0 0.0
H -5.900 2.758 0.406 0.0 0.1 0.0
H -3.563 3.033 0.885 0.0 0.1 0.0
H -2.011 2.347 0.389 0.0 0.1 0.0
H -3.151 2.943 -0.825 0.0 0.1 0.0
H -1.051 -1.541 1.619 0.0 0.0 -0.1
H -0.717 -1.611 -0.134 0.0 0.0 0.1
H 0.650 0.284 1.830 0.0 0.0 0.1
H 1.348 -1.243 1.270 0.0 0.0 0.1
H 0.630 1.138 -0.489 0.0 0.0 -0.1
H 1.240 -0.408 -1.079 0.0 0.0 -0.1
H 2.686 1.435 0.872 0.0 0.0 0.0
H 3.027 1.341 -0.862 0.0 0.1 0.1
H 3.278 -1.199 -1.566 0.0 -0.1 0.0
H 4.455 -2.016 -0.529 0.0 0.0 -0.1
H 4.875 0.660 -1.949 0.0 0.0 -0.1
H 5.623 -0.880 -2.372 0.0 0.0 -0.1
H 7.148 0.587 -0.997 0.1 -0.1 0.0
H 6.788 -0.949 -0.200 0.1 0.0 0.0
H 5.407 1.716 0.362 0.0 0.1 0.0
H 6.545 0.888 1.432 0.0 0.1 0.0
H 4.188 0.431 2.124 0.0 -0.1 0.0
H 5.009 -1.048 1.605 0.0 0.0 0.1
H -2.868 -2.225 0.366 0.1 -0.1 0.0
```
Positions in Å, forces in eV/Å.

Charge distribution, Löwdin scheme, values in e: number 1, C, carries -0.052; number 2, C, carries -0.276; number 3, C, carries -0.022; number 4, C, carries -0.232; number 5, C, carries -0.046; number 6, C, carries -0.161; number 7, C, carries -0.027; number 8, C, carries -0.206; number 9, O, carries -0.061; number 10, C, carries -0.211; number 11, C, carries -0.169; number 12, C, carries -0.180; number 13, C, carries -0.206; number 14, N, carries -0.186; number 15, C, carries -0.190; number 16, C, carries -0.185; number 17, C, carries -0.211; number 18, C, carries -0.185; number 19, C, carries -0.200; number 20, C, carries 0.014; number 21, H, carries 0.076; number 22, H, carries 0.074; number 23, H, carries 0.083; number 24, H, carries 0.111; number 25, H, carries 0.082; number 26, H, carries 0.074; number 27, H, carries 0.082; number 28, H, carries 0.084; number 29, H, carries 0.071; number 30, H, carries 0.085; number 31, H, carries 0.130; number 32, H, carries 0.131; number 33, H, carries 0.121; number 34, H, carries 0.114; number 35, H, carries 0.113; number 36, H, carries 0.108; number 37, H, carries 0.122; number 38, H, carries 0.114; number 39, H, carries 0.112; number 40, H, carries 0.122; number 41, H, carries 0.103; number 42, H, carries 0.108; number 43, H, carries 0.106; number 44, H, carries 0.111; number 45, H, carries 0.109; number 46, H, carries 0.107; number 47, H, carries 0.116; number 48, H, carries 0.120; number 49, H, carries 0.106